Density functional theory data (the ωB97M-V functional and the def2-TZVPD basis) for C2H3IO3S as an isolated structure at a distorted geometry.

HOMO (spin up / spin down): -8.92 / -8.93 eV
Max |F|: 3.78 eV Å⁻¹
Electronic energy: -27197.4415 eV
Kohn-Sham gap (spin up / spin down): 6.0 / 6.0 eV
ΔE to the lowest compared entry with this formula, charge and spin: 1.8382 eV

The geometry in XYZ format:
```
10
Properties=species:S:1:pos:R:3:forces:R:3:nbo_charge:R:1
H 0.6212 0.9197 1.1607 -0.1240 0.0687 0.1952 0.1924
H 2.0351 -1.2323 -0.5141 -0.0802 0.0030 0.0035 0.1852
O 0.0508 -1.2571 -0.3204 -3.5233 1.3395 -0.3135 -0.5786
S -1.5404 0.3138 -0.3102 1.3760 -1.4734 -0.3682 1.9234
O -2.0675 0.4627 1.0025 0.1636 -0.3276 0.0596 -0.8336
C 1.1951 -0.7322 -0.0204 1.4536 0.7779 0.4527 0.1388
I -3.1253 -0.9040 -1.6817 0.3324 0.0587 0.1804 0.0855
H 2.4284 0.6681 0.9485 0.2314 0.0214 -0.0507 0.2119
O -1.0253 1.4322 -1.0264 0.1565 -0.3047 -0.0258 -0.8284
C 1.4278 0.3290 0.7615 0.0141 -0.1636 -0.1333 -0.4966
```
Forces are in eV/Å.

=====

Density functional theory data (the ωB97M-V functional and the def2-TZVPD basis) for C8H16O2 as an isolated structure at a distorted geometry.

HOMO (spin up / spin down): -6.64 / -6.65 eV
Max |F|: 4.02 eV Å⁻¹
Electronic energy: -12645.3437 eV
Kohn-Sham gap (spin up / spin down): 7.3 / 7.3 eV
ΔE to the lowest compared entry with this formula, charge and spin: 6.0383 eV

The geometry in XYZ format:
```
26
Properties=species:S:1:pos:R:3:forces:R:3:nbo_charge:R:1
H -1.5025 -0.3648 2.5232 0.1650 -0.0332 -0.0404 0.1815
H -1.0515 1.8854 1.7333 0.5580 -0.1129 -0.0351 0.2235
C 0.7860 -1.4261 1.6171 1.2020 0.5665 -2.8827 -0.2559
H -1.8128 1.5164 0.1555 0.3772 -0.1624 -0.3514 0.2261
C -1.6615 -0.1329 1.4764 0.0816 1.7563 -0.7389 -0.1119
H 1.8183 -1.7665 1.5712 -0.1495 -0.3049 0.2691 0.1913
H 3.1218 -0.0475 -0.8726 0.0054 -0.0550 -0.0898 0.2115
C 2.4304 0.4903 -0.2188 -0.2576 -0.0508 -0.0977 -0.6564
H 0.0894 -2.2174 1.8675 -0.0593 0.1255 -0.3031 0.2035
H -2.0808 -2.1074 0.7805 -0.1236 -0.0676 0.0372 0.2109
H 2.7032 0.2449 0.8062 -0.0060 0.1407 0.0545 0.2111
O -0.8209 -0.0821 -1.9994 -0.0294 -0.0397 0.0627 -0.6833
H -1.1875 0.2856 -2.8118 0.1239 -0.0356 -0.0013 0.4791
C -1.2342 1.1173 0.9861 -1.7377 -1.3540 1.1270 -0.5882
C 0.9964 0.0742 -0.4845 -0.8853 2.4266 1.0767 0.1519
H 0.7471 -0.5687 2.2894 -0.2990 0.1249 -0.5453 0.1947
H -2.4818 -0.8544 -0.3689 0.0052 0.1160 0.0255 0.2369
C -2.4825 -1.0939 0.6920 0.0526 -0.1917 -0.0772 -0.6642
H -3.5206 -1.1113 1.0508 0.1230 -0.0381 0.0078 0.2140
C 0.4356 0.4237 -1.8115 0.0839 0.2321 -0.0392 0.3055
C 1.0179 1.2447 -2.6980 -0.0398 -0.3383 0.0590 -0.5722
H 2.5661 1.5567 -0.3897 0.0168 -0.0006 0.1253 0.2213
H -0.0283 0.9187 0.3247 1.6470 -0.6860 -1.0470 0.2016
H 2.0211 1.6091 -2.5690 0.0656 0.0192 0.0950 0.2106
H 0.5096 1.5256 -3.6099 -0.0888 0.0218 -0.0397 0.1938
O 0.6218 -1.1195 -0.0397 -0.8312 -2.0588 3.3486 -0.5369
```
Forces are in eV/Å.

=====

Density functional theory data (the ωB97M-V functional and the def2-TZVPD basis) for C4H5NO in the gas phase.

HOMO: -9.60 eV
Max |F|: 0.82 eV Å⁻¹
Electronic energy: -7764.7092 eV
Kohn-Sham gap: 10.6 eV
SMILES string: CC#CC(N)=O
ΔE to the lowest compared entry with this formula, charge and spin: 1.8172 eV

The geometry in XYZ format:
```
11
Properties=species:S:1:pos:R:3:forces:R:3:nbo_charge:R:1
H 3.3707 -0.2853 0.1483 0.0355 0.1296 -0.1101 0.4060
H -1.9991 -1.0155 0.8377 -0.2956 0.0991 -0.0577 0.2584
H 2.7003 1.1101 -0.6713 -0.0265 -0.0412 0.0447 0.4026
H -2.9708 -0.3580 -0.5081 0.0426 0.0716 0.0581 0.2403
C 0.1704 0.5384 -0.2359 -0.7615 -0.2580 0.1388 -0.2069
C -1.0315 0.4530 -0.1197 0.5764 -0.1076 0.1443 0.1336
N 2.5789 0.2490 -0.1700 0.1130 -0.0154 0.0202 -0.7999
C 1.3594 -0.2278 0.1567 0.0800 -0.2098 0.1024 0.6180
O 1.1954 -1.2690 0.7693 0.3036 0.2496 -0.1439 -0.5939
H -2.8362 0.5456 1.0249 0.0647 -0.0057 -0.1423 0.2410
C -2.3073 -0.0971 0.3177 -0.1323 0.0877 -0.0544 -0.6992
```
Forces are in eV/Å.

=====

Density functional theory data (the ωB97M-V functional and the def2-TZVPD basis) for C4H11Br3ClFP as an isolated structure at a distorted geometry.

HOMO: -3.70 eV
Net charge: -1
Max |F|: 3.01 eV Å⁻¹
Electronic energy: -238981.3473 eV
Kohn-Sham gap: 6.1 eV

The geometry in XYZ format:
```
21
Properties=species:S:1:pos:R:3:forces:R:3:nbo_charge:R:1
H 0.2262 2.7936 -0.0768 -0.1793 -0.0510 0.5033 0.2131
C -1.5369 1.6482 0.6002 0.9236 0.4058 0.3339 -0.4458
H -0.1815 3.1079 1.6369 -0.2517 0.0083 -0.2730 0.2057
C -0.6023 2.9059 0.6418 -0.4217 -0.2613 -0.7987 -0.6116
H -0.2777 -1.7669 1.4442 0.1396 0.0857 0.4679 -0.1459
H -0.5265 -0.7650 -0.3134 -0.0404 0.0550 0.0398 -0.1685
C -1.1290 0.5323 1.5805 -0.7875 0.0109 -0.0601 -0.0701
H -1.2042 3.7577 0.2647 0.3997 -0.1229 0.4745 0.1824
H -2.5618 2.0158 0.7916 0.2947 -0.5537 0.0451 0.1925
H -0.9435 0.8821 2.6104 -0.0233 0.0742 -0.4185 0.1607
Cl 1.5440 -0.2659 2.6503 0.9580 0.1811 1.2410 -0.5566
Br 2.1397 -3.2237 -1.0723 0.0709 -0.3184 -0.6685 0.1367
Br -0.1319 -2.4546 -3.1920 0.2564 -0.0325 0.0400 0.0918
P 0.2993 -0.5620 0.8873 -0.9630 -0.0663 -2.8522 0.5831
H 0.8455 0.6525 0.2708 0.1755 0.0430 0.3182 -0.1868
H 1.7996 -3.9907 -3.4059 -0.0043 0.0983 -0.0356 0.2129
C 1.7010 -3.0185 -2.9430 -0.0229 -0.1239 0.2304 -0.4967
F -2.2727 -0.3235 1.6803 0.0956 0.1205 0.0962 -0.4215
Br 2.9419 -1.8347 -3.8437 -0.1209 -0.0924 0.0786 0.0587
H -1.4775 1.2190 -0.4170 -0.2516 0.1513 0.3284 0.2099
H 1.3482 -1.3095 0.2051 -0.2474 0.3883 0.9093 -0.1440
```
Forces are in eV/Å.

=====

Density functional theory data (the ωB97M-V functional and the def2-TZVPD basis) for C29H22I2IrN3O4SSe as an isolated structure.

<S²>: 0.754
HOMO (spin up / spin down): -4.41 / -4.35 eV
Net charge: -1
Max |F|: 0.45 eV Å⁻¹
Electronic energy: -138315.9089 eV
Kohn-Sham gap (spin up / spin down): 6.7 / 6.4 eV
Multiplicity: 2
ΔE to the lowest compared entry with this formula, charge and spin: 1.1968 eV

The geometry in XYZ format:
```
63
Properties=species:S:1:pos:R:3:forces:R:3:lowdin_spin:R:1
H 4.9016 -1.2435 -1.0636 -0.0018 0.0062 -0.0041 0.0002
C -1.8463 3.8406 -2.0020 -0.0213 0.0024 0.0273 0.0002
C 3.6415 -0.2680 0.3280 -0.0758 0.0233 -0.0017 0.0018
C 2.4080 -0.6423 -0.4633 0.1215 -0.0833 0.0651 0.0135
C -1.7083 2.4572 -1.9406 -0.0603 -0.0181 0.0771 0.0061
I -4.6846 2.5652 0.4101 -0.0012 -0.0102 -0.0174 0.0002
H -0.7557 -3.6543 1.2733 0.1384 -0.0642 0.0781 0.0000
C -1.9574 0.6491 3.9003 0.0252 -0.0148 -0.0194 0.0000
C 1.1808 -4.5055 -2.0951 0.0507 -0.0233 0.0202 0.0002
C 4.7507 0.7768 2.2118 -0.0018 -0.0122 -0.0030 0.0001
H 1.7319 0.6395 1.3385 0.0140 -0.0758 0.0986 -0.0001
C 0.0546 2.6710 -0.4335 -0.0272 -0.0110 -0.0220 -0.0007
C 6.0509 -0.3730 0.5403 -0.0015 -0.0063 -0.0112 0.0000
C -0.0463 4.0468 -0.4410 -0.0105 0.0118 0.0004 -0.0004
C -2.5110 1.4676 -2.6022 -0.0163 0.0398 -0.0647 0.0093
Se 0.7438 0.2045 -3.2253 -0.0915 0.0054 0.2492 0.7896
H 0.5928 -4.0817 -4.1299 -0.0179 -0.0089 0.0028 0.0000
H -2.6208 4.2668 -2.6252 -0.0002 -0.0033 -0.0043 0.0000
C -2.2008 0.1494 -2.3794 -0.0283 -0.2335 -0.1518 0.0239
C -4.1160 -0.0098 -3.6899 -0.0077 -0.0196 0.0121 0.0018
C -2.5463 0.7497 1.5200 0.0333 0.0033 -0.0205 0.0002
C -1.0107 4.6375 -1.2490 0.0062 -0.0053 0.0168 -0.0006
O -2.4584 0.3747 0.2979 -0.0180 0.0332 0.1020 0.0011
C 4.8856 -0.6756 -0.1423 0.0128 -0.0470 0.0406 0.0005
C -2.8656 1.6465 4.2106 -0.0298 0.0191 -0.0080 0.0000
H 1.8324 -5.3350 -2.3391 -0.0082 -0.0073 -0.0012 0.0000
H -4.9474 -0.4105 -4.2485 0.0009 0.0008 -0.0052 0.0002
H -4.3718 2.9731 3.4313 0.0019 0.0036 -0.0020 0.0000
H -1.3634 0.1979 4.6879 -0.0004 0.0008 0.0037 0.0000
C -0.2402 -2.7128 -2.7271 -0.1073 -0.0260 -0.1132 0.0033
C 0.9946 -4.1214 -0.7837 -0.1103 -0.1302 -0.0224 0.0000
H 7.0103 -0.6953 0.1568 -0.0014 -0.0031 0.0013 0.0000
H -0.7377 -2.1130 -3.4739 0.0547 0.0061 0.0083 0.0000
S -3.9201 1.6870 -3.5644 -0.0213 0.0162 -0.0114 0.0006
C -0.1809 -2.7714 0.9479 -0.0220 0.0062 -0.0225 0.0002
C 5.9727 0.3521 1.7258 0.0000 0.0086 -0.0008 0.0002
C -1.7842 0.2013 2.6006 0.0264 0.0036 0.0033 0.0001
O 1.2925 -0.1583 -0.0064 -0.1584 0.0845 -0.0984 0.0042
C -3.4794 1.7587 1.9140 0.0270 -0.0421 -0.0314 0.0000
H -3.1274 -1.7814 -2.9755 -0.0018 -0.0014 -0.0049 -0.0001
C -0.7637 -0.8952 2.3855 -0.0528 -0.0163 0.0165 0.0001
H -1.9170 -1.7003 0.9157 0.0071 0.0625 -0.1125 0.0000
I -3.0962 2.2837 6.1898 0.0036 0.0063 0.0060 0.0000
H 0.7946 2.1483 0.1559 -0.0053 0.0665 -0.0435 -0.0001
N -0.3716 -2.2897 -1.4608 0.3388 0.2957 0.0491 0.0002
Ir -0.5909 -0.1266 -1.2544 0.0295 -0.0719 0.0968 0.0830
H 6.8760 0.5945 2.2735 -0.0019 -0.0006 0.0005 0.0000
H 1.4663 -4.6557 0.0311 -0.0114 -0.0024 0.0072 0.0001
C -3.6436 2.2057 3.2081 0.0190 -0.0131 0.0206 0.0000
O 2.5160 -1.3724 -1.4402 0.0396 0.0247 0.0062 0.0537
H -1.1114 5.7148 -1.2827 -0.0043 0.0010 0.0046 0.0000
H -0.8384 -1.5997 3.2322 -0.0145 0.0029 0.0051 0.0001
H 4.6733 1.3501 3.1267 -0.0048 -0.0007 -0.0014 0.0000
H 0.7244 -2.7539 1.5592 0.0414 0.1354 -0.0441 0.0000
C 0.1844 -3.0356 -0.4919 -0.2076 -0.0462 -0.0486 0.0000
N -0.7504 1.8984 -1.1641 0.2594 0.0773 -0.0475 0.0032
H 0.6225 4.6348 0.1703 0.0005 -0.0028 0.0059 0.0000
C 0.5059 -3.8161 -3.0860 -0.0322 0.0342 -0.0281 0.0007
C -3.1485 -0.7008 -3.0213 -0.0245 0.0235 -0.0207 0.0005
N -0.9348 -1.5667 1.1124 -0.0713 -0.0846 0.1190 0.0024
C 3.5786 0.4788 1.5152 0.0163 0.0319 -0.0769 0.0004
H 0.2502 -0.4902 2.4249 0.0658 0.0329 -0.0378 0.0000
O 2.4107 0.9335 2.0070 -0.0609 0.0156 -0.0420 0.0001
```
Forces are in eV/Å.

=====

Density functional theory data (the ωB97M-V functional and the def2-TZVPD basis) for C16H52GaO8 as an isolated structure.

HOMO: -4.49 eV
Net charge: -1
Max |F|: 0.29 eV Å⁻¹
Electronic energy: -86187.2521 eV
Kohn-Sham gap: 6.3 eV
ΔE to the lowest compared entry with this formula, charge and spin: 0.0000 eV

The geometry in XYZ format:
```
77
Properties=species:S:1:pos:R:3:forces:R:3:mulliken_charge:R:1
H -3.2995 2.0260 -1.2617 -0.0523 -0.0331 0.0150 0.3186
H -2.1144 -0.3594 -4.2447 0.0127 0.0824 -0.0287 0.1772
H 2.1238 -3.1080 -3.2840 -0.0033 0.0160 0.0186 0.2462
H -0.8175 1.4571 -5.1083 -0.0210 0.0554 0.0676 0.3181
C -0.0195 1.6755 -1.8154 -0.1339 -0.1315 -0.0500 0.0239
C 1.1819 -3.6298 -3.0817 -0.0583 0.0403 -0.0364 -0.5845
C -9.5594 -0.3491 4.1071 0.1186 -0.0338 0.0423 -0.5419
H 3.4713 0.2002 -0.8455 0.0200 0.0141 0.0352 0.4447
H -0.6731 0.8078 -1.9434 -0.0477 0.0561 0.0854 -0.0852
C 6.3558 -0.8705 0.3720 -0.0418 -0.0831 0.0180 -0.2940
H -2.8567 -1.2508 -2.2480 -0.0794 0.0399 -0.0740 -0.2658
H -1.5601 -1.2133 -5.6963 -0.0112 -0.0537 0.0418 0.3195
C 1.0897 1.3625 -0.8009 0.2234 0.1704 0.0087 -0.6638
C -0.8505 2.9154 -1.4794 0.0356 0.0597 -0.0555 -0.8813
H 6.1558 -1.6671 -0.3421 -0.0138 0.0443 -0.0616 0.3074
C 6.8367 -2.9747 7.1757 0.0404 0.0196 -0.0428 -0.5186
H 6.6640 1.0278 0.2933 -0.0203 0.0901 0.0491 0.3028
H 0.9354 -0.3477 0.5056 -0.0848 0.0158 -0.0547 0.3319
O -1.0548 0.7441 -5.7106 -0.0183 -0.0887 0.0108 -0.5773
H -10.3058 -0.3456 4.9078 -0.0382 0.0108 -0.0289 0.2920
H 1.2339 5.0568 -4.1811 -0.0334 0.0000 0.0038 0.2629
H 7.8645 -2.7169 6.9293 0.0192 -0.0064 0.0276 0.2045
H 0.4345 1.8541 -2.7981 -0.0497 -0.1301 0.0240 0.1304
C -2.6275 0.4698 0.1170 -0.0343 0.2773 -0.0588 0.1738
H -9.8523 0.3605 3.3295 -0.0021 0.0062 -0.0026 0.2647
H 3.1207 -1.0217 0.3789 0.0532 0.0930 0.0089 0.1932
H 6.5314 -2.3858 8.0448 -0.0183 0.0134 -0.0097 0.2602
C -1.2990 -0.4502 -4.9643 0.1092 0.1502 -0.1022 -0.4105
O -8.2565 -0.0867 4.6076 -0.0623 -0.1158 0.0075 -0.4908
C -7.0719 -1.6679 1.0803 -0.0518 0.0264 -0.0405 -0.2999
H -7.2227 -1.4838 -0.8272 0.0454 0.0492 -0.0639 0.3207
H 1.6445 3.3475 -3.9906 0.0318 0.0220 0.0014 0.1785
H -5.0800 0.0440 -1.5318 -0.0754 -0.0402 0.0223 -0.3123
O -0.1881 3.6443 -4.7776 0.0351 -0.1380 0.0641 -0.3889
H 1.1433 -3.3615 -1.1489 0.0633 0.0105 0.0865 0.2543
C 2.7828 -0.5995 -0.5707 -0.0882 -0.2408 -0.0085 -1.0717
C 1.3194 -0.1276 -0.4933 -0.1370 -0.0762 -0.0276 -0.3123
H -1.5858 0.2096 -0.0893 0.0180 -0.0590 0.0653 -0.4763
C -2.8822 1.9433 -0.2497 -0.0188 0.0622 -0.0009 -1.0251
C -1.6794 2.8977 -0.1901 0.0776 -0.2002 0.0411 -0.6924
O -7.8408 -1.6968 -0.1182 0.0562 -0.0147 0.0593 -0.5465
H 1.3710 -4.7088 -3.0778 -0.0100 0.0000 0.0224 0.3185
H -0.6611 4.2531 -5.3461 -0.0665 0.0665 -0.0925 0.2427
H 5.1439 -2.8976 6.2106 -0.1144 -0.0226 -0.0130 0.2769
H -6.6299 -0.6812 1.2355 0.0516 -0.0135 0.0594 0.1986
H -1.5468 3.0726 -2.3096 0.0658 0.1228 0.0011 0.3510
H -9.5271 -1.3426 3.6670 -0.0330 -0.0050 -0.0241 0.1951
H -7.7403 -1.8881 1.9127 -0.0605 -0.0055 -0.0329 0.0803
H -3.6668 2.3216 0.4160 -0.0072 0.0131 -0.0862 0.3724
H 4.9771 0.0571 3.4163 -0.0297 -0.0256 0.0275 0.2178
H -0.4021 -0.7728 -4.4252 -0.0166 -0.0240 0.0143 0.1283
C 5.9350 0.0787 3.9313 -0.0062 0.0475 -0.0976 -0.5599
H 5.5184 -0.8123 1.0707 -0.0222 -0.0371 -0.0220 -0.0692
O 0.5623 -3.1846 -1.8911 0.0178 -0.0660 -0.0664 -0.4319
H -8.2430 0.7956 4.9807 0.0223 0.1282 0.0036 0.2825
H 0.4868 -3.4060 -3.8882 0.0211 -0.0120 -0.0362 0.1918
H 2.8985 -1.3966 -1.3112 0.0329 0.0744 -0.0420 0.1138
O 6.5097 0.3368 -0.3567 0.0691 -0.0728 0.0724 -0.5236
O 6.8486 0.7239 3.0466 -0.0628 0.0702 -0.0483 -0.4780
H 1.6843 4.0798 -5.6020 -0.0176 -0.0112 -0.0166 0.3045
H -2.0208 3.9257 -0.0226 -0.0540 -0.0079 0.0162 0.4256
H -0.1757 3.7834 -1.4682 -0.0363 -0.0117 0.0131 0.3317
C 1.1571 4.0685 -4.6437 0.0327 -0.0296 0.0387 -0.5306
H -1.0620 2.6346 0.6770 0.0399 0.0482 -0.0193 0.3036
H 7.7082 0.7624 3.4679 0.0995 -0.0137 0.0669 0.2696
H 2.0288 1.7843 -1.1785 -0.0369 0.0599 0.0708 0.4952
Ga -3.7801 -0.7815 -1.0038 0.0506 -0.2485 0.0564 0.0747
H -2.7776 0.3438 1.1938 0.0451 -0.0666 0.0124 0.5258
H 6.2368 -0.9426 4.1675 0.0108 0.0032 -0.0143 0.2660
H 5.8131 0.6370 4.8631 0.0048 0.0108 0.0019 0.2939
H -6.2680 -2.4040 1.0506 0.0235 0.0307 0.0543 0.2399
O 6.0590 -2.6779 6.0261 0.0843 -0.0094 0.0677 -0.4571
H 0.7079 -0.7256 -1.1723 0.0599 0.0035 0.0173 0.3266
H -4.2685 -2.1044 -0.1969 0.0284 0.0530 -0.0284 -0.3271
H 0.8747 1.8958 0.1282 0.0455 -0.0120 0.0078 0.1518
H 7.2553 -1.1218 0.9400 0.0190 -0.0077 -0.0236 0.2664
H 6.8010 -4.0358 7.4362 -0.0149 -0.0095 -0.0183 0.2457
```
Forces are in eV/Å.